Computed, not measured: a 2-piece molecular cluster, C5H7N3O2 overall, with ωB97M-V/def2-TZVPD.

Last columns: bonded neighbours and bond lengths (Å).
Element x y z (Å)
1 C 0.57 -1.56 2.62  C4 1.407, N6 1.188
2 C -1.38 0.73 -2.70  C5 1.436, N7 1.243, H11 1.059
3 C 1.00 0.87 2.00  O10 1.462, H12 1.113, H13 1.144, H14 1.047
4 C 1.38 -1.31 1.50  C1 1.407, O10 1.300, H15 1.130
5 C -1.35 -0.26 -1.67  C2 1.436, N8 1.306, H16 1.003
6 N 0.09 -1.97 3.62  C1 1.188
7 N -2.04 0.66 -3.74  C2 1.243, H17 1.051
8 N -0.41 -0.36 -0.76  C5 1.306, O9 1.254
9 O 0.43 0.53 -0.50  N8 1.254
10 O 1.62 -0.10 1.09  C3 1.462, C4 1.300
11 H -0.56 1.40 -2.59  C2 1.059
12 H -0.01 0.52 2.32  C3 1.113
13 H 1.25 1.80 1.38  C3 1.144
14 H 1.59 0.85 2.86  C3 1.047
15 H 1.75 -2.13 0.81  C4 1.130
16 H -1.98 -1.04 -1.71  C5 1.003
17 H -1.93 1.35 -4.53  N7 1.051

LUMO level (alpha / beta): -1.20 / -0.52 eV
electronic energy: -13856.51524 eV
relative energy (zero: lowest compared OMol25 entry of this formula, charge and spin): 740.3 kJ/mol
HOMO energy (alpha / beta): -8.11 / -9.72 eV
gap between HOMO and LUMO (alpha / beta): 6.9 / 9.2 eV

Results of the natural (NBO) charge analysis, in e, for atoms 1 through 2: atom 1 (C): 0.113, atom 2 (C): 0.068